Below is C23H45Hg2O17S5 as an isolated structure in a non-equilibrium geometry, with properties calculated with ωB97M-V/def2-TZVPD.

Last column: Mulliken charge in e.
Geometry (Å):
Hg 0.84600 -31.28143 2.10780  1.107
Hg 5.00434 -30.39446 1.58191  1.815
O 2.84302 -32.02975 -2.16235  -0.473
C 2.83859 -31.78235 -0.85907  0.564
O 1.72026 -31.83496 -0.36354  -0.630
O 3.80557 -31.50659 -0.09542  -0.630
H 1.92599 -32.24235 -2.35068  0.346
O 1.98418 -27.14819 1.10295  -0.003
C 2.12488 -28.42043 1.41933  -0.168
O 3.19956 -28.86272 1.93110  -0.176
O 1.27820 -29.24225 1.00399  0.402
H 1.13422 -27.34014 0.70007  0.079
C -0.48175 -28.90408 3.95841  -0.395
O 0.25508 -30.12895 4.05261  -0.716
H -1.56234 -28.95190 4.09304  0.376
H -0.17425 -28.33326 4.83460  0.260
H -0.26950 -28.20677 3.14798  -0.087
C 0.29720 -24.61186 3.93733  -0.160
C 1.13339 -23.54947 3.13430  -0.510
C 0.58754 -23.32238 1.65206  -0.649
S -1.10387 -24.06475 1.77360  0.932
O -1.06635 -25.42786 1.22128  -0.448
O -2.17633 -23.10226 1.43506  -0.689
C -1.15273 -24.32548 3.60859  -0.788
H 0.63212 -24.33576 4.93718  0.456
H 0.64384 -25.63509 3.79258  -0.120
H 2.19069 -23.79672 3.03896  0.084
H 0.96776 -22.64243 3.71563  0.454
H 1.08550 -23.69597 0.75731  0.347
H 0.40669 -22.25122 1.56252  0.363
H -1.73720 -25.23095 3.77175  0.386
H -1.56643 -23.43988 4.09093  0.374
C 6.43417 -25.71429 4.75504  -0.034
C 5.11311 -25.34184 4.19818  -0.781
C 4.77534 -26.22907 2.91747  0.012
S 6.37605 -26.91235 2.30641  0.985
O 6.62563 -26.29636 1.02531  -0.705
O 6.31472 -28.41350 2.39008  -0.592
C 7.43334 -26.23001 3.69970  -0.896
H 6.19467 -26.57872 5.37432  -0.330
H 6.93896 -25.02538 5.43229  0.505
H 5.24033 -24.33290 3.80582  0.371
H 4.32514 -25.43976 4.94492  0.380
H 4.29481 -25.60464 2.16429  0.338
H 4.21154 -27.10676 3.23352  -0.148
H 8.03547 -25.40261 3.32428  0.363
H 8.02702 -27.12023 3.90747  0.453
C 5.89819 -30.00752 7.66142  -0.979
C 5.99482 -31.50373 7.29814  -0.594
C 5.57684 -31.73736 5.87240  -0.813
S 4.55999 -30.26211 5.37216  0.772
O 3.20424 -30.52089 5.76800  -0.671
O 4.83148 -30.00807 3.97157  -0.514
C 5.53209 -29.19031 6.45359  -0.397
H 6.80923 -29.61781 8.11554  0.360
H 5.27528 -29.84956 8.54183  0.376
H 5.29153 -32.08810 7.89142  0.263
H 6.95511 -31.98091 7.49371  0.377
H 5.12782 -32.68485 5.57454  0.524
H 6.37598 -31.64535 5.13687  0.341
H 4.95788 -28.26908 6.55214  0.583
H 6.48555 -29.09933 5.93326  0.190
C -2.57532 -27.93025 -1.12275  -0.567
C -1.91900 -28.68170 -2.25677  -0.769
C -0.87000 -29.65998 -1.71452  0.137
S -1.79563 -30.37378 -0.35526  0.701
O -0.97886 -30.77849 0.75937  -0.648
O -2.71393 -31.31916 -0.88287  -0.664
C -2.57250 -28.83383 0.11004  -0.102
H -3.62694 -27.71406 -1.31112  0.323
H -2.07944 -27.01267 -0.80614  0.124
H -1.36423 -28.04098 -2.94221  0.410
H -2.70580 -29.17151 -2.83047  0.357
H -0.01915 -29.19831 -1.21353  -0.468
H -0.51776 -30.49569 -2.31918  0.523
H -1.76472 -28.41972 0.71345  -0.229
H -3.50419 -29.11669 0.59998  0.533
C 3.00453 -27.34840 -3.36364  -0.822
C 3.75881 -26.19407 -2.64834  -0.580
C 5.10221 -26.66055 -1.90962  -0.158
S 4.96468 -28.48133 -1.65362  0.604
O 5.09279 -28.74564 -0.19985  -0.357
O 5.77248 -29.25475 -2.55325  -0.659
C 3.16669 -28.53806 -2.37833  -0.102
H 3.44180 -27.49493 -4.35128  0.389
H 1.95369 -27.22890 -3.62734  0.401
H 3.12773 -25.69872 -1.91045  0.199
H 4.01157 -25.55625 -3.49533  0.404
H 5.24290 -26.40500 -0.85938  -0.160
H 6.01959 -26.27956 -2.35834  0.457
H 2.53390 -28.34374 -1.51235  -0.268
H 2.92643 -29.49301 -2.84571  0.548

Its highest occupied orbital energy is -11.03 eV. The HOMO-LUMO gap comes out at 5.98 eV. The calculation puts the LUMO energy at -5.0 eV. As for the total charge: +1.